Entry 1:
Below is a structure of composition C60H59BaBrN3P2S2SbSi, with properties calculated with the ωB97M-V functional and the def2-TZVPD basis.

Properties
Energy relative to the best compared isomer or geometry (same formula, charge and spin): 8.13 kcal/mol
Kohn-Sham gap: 0.231 Ha
Largest force on an atom: 1.11 eV/A
LUMO: 0.4 eV
E_HOMO: -5.94 eV

XYZ file:
```
130
Properties=species:S:1:pos:R:3:forces:R:3:mulliken_charge:R:1
Ba 0.158081 0.780464 -0.293128 0.0245 -0.5148 -0.9806 0.7760
S -0.458089 0.098492 2.575574 0.4829 0.3308 0.2032 0.0017
C 1.075173 0.935819 2.611058 -0.3760 -0.1958 0.5069 0.5779
N 1.721755 1.514351 1.625954 -0.1687 0.0281 0.4647 -0.2745
C 2.936194 2.027485 2.031667 0.2840 0.2914 0.1796 -0.2381
C 3.862038 2.659579 1.202949 -0.0916 0.0177 0.0310 -0.8756
C 5.037612 3.136172 1.752688 0.0071 -0.0114 -0.0435 -0.9345
C 5.301171 2.996258 3.115776 0.0114 -0.0087 0.0410 -0.6472
C 4.392813 2.368703 3.951675 0.0329 0.0032 0.0046 -0.9797
C 3.216039 1.881592 3.399178 -0.0056 -0.0382 -0.1349 1.5630
S 1.912513 1.016514 4.150042 0.0361 0.0182 -0.0488 -0.4802
H 3.654183 2.773808 0.145863 -0.0134 -0.0007 0.0029 0.5345
H 5.769286 3.621160 1.118888 -0.0188 -0.0010 -0.0111 0.4418
H 6.230548 3.375025 3.520939 -0.0132 -0.0042 0.0124 0.4496
H 4.598930 2.256341 5.008494 0.0014 -0.0080 -0.0108 0.5114
N -2.273535 2.816548 1.389182 -0.0904 -0.1968 0.0899 0.0671
P -3.002973 1.648551 0.307931 -0.0046 0.0879 -0.0707 0.1712
C -3.758074 2.764491 -0.918759 -0.0257 -0.1592 -0.0552 0.2266
C -3.333295 2.642963 -2.239039 0.0559 0.0574 0.0171 -0.2002
C -3.847755 3.480704 -3.220969 -0.0134 0.0325 -0.0179 -0.4086
C -4.794037 4.434468 -2.881913 -0.0019 -0.0201 0.0066 -0.6387
C -5.231080 4.553983 -1.565644 0.0122 0.0144 -0.0012 -0.6806
C -4.717925 3.720348 -0.588997 -0.0413 -0.0391 0.0319 -0.3137
C -4.424846 1.074556 1.283859 -0.0114 0.0474 0.0285 0.4937
C -5.169705 0.022435 0.753490 -0.0253 -0.0066 0.0300 -0.6606
C -6.272512 -0.466276 1.435742 0.0214 -0.0128 -0.0454 -0.6130
C -6.627974 0.079858 2.661624 0.0037 0.0213 0.0319 -0.4376
C -5.881082 1.117436 3.200491 -0.0231 -0.0239 0.0147 -0.6736
C -4.782382 1.615955 2.514641 0.0346 0.0206 -0.0513 -0.1299
P -1.123819 3.823399 0.567561 0.1207 0.0309 -0.1685 -0.5790
C -2.096547 5.328085 0.238520 0.1041 0.0920 -0.0054 0.7900
C -2.954444 5.873600 1.191126 0.0392 -0.0204 0.0201 -0.6221
C -3.662418 7.027475 0.906732 0.0060 0.0014 0.0132 -0.6175
C -3.513065 7.647386 -0.330276 -0.0111 0.0040 -0.0120 -0.5492
C -2.655111 7.113231 -1.277553 0.0100 0.0178 -0.0080 -0.6041
C -1.946067 5.951883 -0.993810 -0.0458 -0.0456 0.0098 -0.3472
C -0.051663 4.353991 1.940722 -0.0623 0.0769 0.1201 0.8553
C -0.344259 4.163935 3.288600 0.0245 -0.0261 -0.0266 -0.0723
C 0.545144 4.595455 4.263260 0.0050 -0.0019 -0.0015 -0.8340
C 1.725587 5.228766 3.901659 -0.0087 -0.0154 0.0036 -0.5745
C 2.018428 5.430960 2.560056 0.0125 -0.0093 0.0043 -0.5372
C 1.137889 4.989013 1.585987 0.0009 0.0020 0.0065 -0.6781
H -1.791732 2.262988 2.106898 0.0104 0.0753 0.0443 0.2197
H -2.589122 1.899231 -2.507368 -0.0089 -0.0198 0.0120 0.2721
H -3.505555 3.384391 -4.243563 -0.0095 0.0006 0.0045 0.4819
H -5.200592 5.087787 -3.643655 0.0140 0.0054 -0.0022 0.3982
H -5.965356 5.305879 -1.306192 -0.0051 -0.0125 0.0090 0.4362
H -5.050626 3.810811 0.438623 -0.0130 0.0069 -0.0121 0.4137
H -4.886677 -0.415425 -0.198058 0.0066 0.0011 0.0021 0.4284
H -6.848924 -1.279951 1.014611 -0.0006 0.0059 0.0049 0.4063
H -7.483680 -0.308368 3.198998 0.0040 0.0049 -0.0012 0.3806
H -6.153022 1.541249 4.158938 -0.0016 -0.0073 -0.0042 0.4145
H -4.200420 2.429428 2.929075 -0.0111 -0.0014 0.0035 0.2871
H -3.068712 5.378281 2.148908 -0.0106 0.0162 -0.0005 0.3627
H -4.328601 7.451529 1.647656 -0.0024 -0.0096 -0.0045 0.4184
H -4.071397 8.548194 -0.552267 0.0113 0.0015 0.0009 0.4034
H -2.538557 7.593969 -2.240523 -0.0136 -0.0065 0.0022 0.4482
H -1.290403 5.518267 -1.740760 0.0017 -0.0056 0.0060 0.3760
H -1.260580 3.670317 3.588646 -0.0073 0.0175 0.0053 0.4284
H 0.312337 4.433236 5.308035 0.0143 -0.0108 -0.0020 0.4192
H 2.421872 5.555230 4.663435 -0.0043 0.0061 -0.0019 0.4145
H 2.944444 5.911706 2.271815 -0.0032 -0.0016 0.0016 0.4321
H 1.383227 5.129399 0.538028 -0.0115 -0.0126 -0.0009 0.3627
Br 7.445037 -0.165733 1.371100 -0.0654 -0.0199 -0.0236 -0.1260
C 5.642386 -0.402215 0.855402 0.0114 -0.0087 0.0361 -0.1883
C 5.240472 -0.074589 -0.425331 -0.0043 -0.0004 -0.0452 -0.7085
C 3.901246 -0.247778 -0.742927 0.0523 -0.0047 -0.0116 -0.2880
N 2.997411 -0.711885 0.117244 -0.2938 0.1524 -0.1463 1.5264
C 3.412366 -1.033083 1.340888 -0.0077 -0.1307 -0.0041 -0.6488
C 4.723680 -0.898323 1.763299 0.0328 -0.0139 -0.0093 -0.5829
H 5.936535 0.312004 -1.156265 -0.0003 -0.0061 0.0095 0.5666
H 3.541949 -0.007200 -1.740155 -0.0175 0.0196 0.0205 -0.1615
H 2.658959 -1.420047 2.020271 0.0026 0.0323 -0.0025 0.3139
H 5.010967 -1.170090 2.768883 -0.0014 0.0036 -0.0066 0.5674
C 0.593307 2.463580 -4.374352 0.0505 -0.0265 0.0036 -1.2592
Si 0.526014 0.678698 -3.648469 0.0094 -0.0272 -0.1306 0.2869
C -0.990966 -0.013837 -4.620373 0.0009 0.0463 0.0387 -1.2782
C 2.005176 -0.160477 -4.557752 -0.0518 0.0157 0.0573 -1.3338
H 0.565793 2.452131 -5.470678 -0.0012 -0.0044 0.0104 0.3249
H 1.503224 2.993061 -4.073078 -0.0154 -0.0068 0.0026 0.3059
H -0.256824 3.062976 -4.028910 0.0117 -0.0135 0.0007 0.1510
H -0.730231 -0.238004 -5.661663 -0.0052 0.0245 -0.0006 0.4083
H -1.787930 0.738882 -4.644876 0.0074 -0.0117 0.0108 0.4129
H -1.420479 -0.916486 -4.179998 0.0348 0.0103 -0.0152 0.1552
H 1.960985 0.025061 -5.637193 -0.0105 -0.0091 0.0082 0.4935
H 2.010081 -1.245736 -4.408499 -0.0112 0.0129 -0.0084 0.2367
H 2.970346 0.215061 -4.200160 -0.0154 0.0035 -0.0056 0.3196
C 1.159477 -6.840984 -1.034778 -0.0035 -0.0206 -0.0285 -0.9888
C 0.560558 -6.911096 0.343821 0.0137 0.0591 -0.0058 0.8118
C 0.357504 -8.155338 0.937369 0.0006 0.0330 -0.0016 -0.8106
C -0.169854 -8.274783 2.215094 -0.0134 -0.0024 0.0065 -0.5997
C -0.504234 -7.137489 2.931795 0.0018 -0.0441 0.0135 -0.7332
C -0.314627 -5.891874 2.351121 0.0150 0.0666 -0.0195 -0.6895
C 0.208004 -5.761466 1.066687 -0.0179 0.0360 -0.0167 0.2082
Sb 0.424648 -3.745346 0.339872 0.1125 0.0824 -0.1044 1.2565
C -0.681892 -3.969362 -1.519391 0.0022 -0.1153 0.0856 -0.2092
C -0.254334 -3.448991 -2.737750 0.0620 0.0574 -0.0377 -0.0527
C -0.992365 -3.603662 -3.902503 -0.0125 -0.0207 -0.0131 -0.9328
C -2.208157 -4.263634 -3.858136 0.0116 -0.0027 0.0557 -0.6817
C -2.682939 -4.720048 -2.638262 0.0304 0.0202 -0.0200 -0.8184
C -1.948377 -4.577668 -1.461773 -0.0530 -0.0066 -0.0049 1.3359
C -2.581000 -5.068379 -0.182847 -0.0110 -0.0078 0.0169 -1.6051
C 2.582775 -4.013118 0.112148 -0.0372 -0.0741 0.0216 0.1247
C 3.088667 -4.491712 1.322551 -0.0534 -0.0359 0.0791 -0.7413
C 4.446614 -4.660543 1.543502 0.0572 0.0100 -0.0314 -0.9213
C 5.341464 -4.344366 0.533946 -0.0436 0.0006 0.0002 -0.7797
C 4.854809 -3.863577 -0.671421 -0.0109 0.0423 0.0246 -0.3470
C 3.489847 -3.683409 -0.899873 0.0131 0.0151 -0.0490 0.8536
C 3.060107 -3.131769 -2.227485 0.0118 -0.0089 -0.0133 -1.0175
H 1.262054 -7.838056 -1.462590 0.0006 0.0021 0.0107 0.4852
H 2.150023 -6.381184 -1.002966 -0.0062 -0.0014 0.0052 0.1338
H 0.545974 -6.242985 -1.710633 -0.0022 -0.0077 0.0086 0.0707
H 0.620177 -9.048914 0.382607 0.0033 0.0044 -0.0006 0.3953
H -0.317348 -9.256948 2.646671 0.0036 0.0097 0.0040 0.3868
H -0.911523 -7.215838 3.931855 -0.0024 -0.0027 -0.0074 0.4240
H -0.587978 -5.002511 2.910482 -0.0014 -0.0060 -0.0036 0.4917
H 0.665002 -2.889446 -2.801248 0.0013 -0.0201 0.0028 0.2984
H -0.615314 -3.195220 -4.831455 -0.0222 0.0128 0.0104 0.4910
H -2.796572 -4.396676 -4.756982 -0.0018 0.0021 0.0056 0.3675
H -3.655947 -5.195824 -2.585466 0.0021 0.0004 -0.0096 0.4103
H -3.662810 -5.124604 -0.303245 -0.0020 0.0007 -0.0019 0.5573
H -2.381569 -4.402246 0.660087 0.0049 0.0060 -0.0112 0.2487
H -2.222328 -6.058632 0.100864 0.0017 0.0043 -0.0152 0.1904
H 2.409730 -4.749303 2.130334 -0.0015 0.0013 -0.0228 0.3928
H 4.796109 -5.037755 2.496476 0.0009 0.0063 -0.0043 0.4203
H 6.407457 -4.465446 0.680280 -0.0043 -0.0031 0.0023 0.4112
H 5.549026 -3.607456 -1.464115 0.0024 -0.0026 0.0051 0.3804
H 3.921673 -2.827984 -2.822453 0.0022 0.0003 0.0066 0.4529
H 2.426568 -2.250875 -2.098893 -0.0143 -0.0102 0.0079 -0.2344
H 2.502796 -3.872626 -2.802769 0.0089 -0.0074 0.0132 0.6072
```
Positions in Å, forces in eV/Å.

=====

Entry 2:
Below is a cluster of 2 separate species, C4H11NO in total, with properties calculated with the ωB97M-V functional and the def2-TZVPD basis.

Properties
Energy relative to the best compared isomer or geometry (same formula, charge and spin): 34.70 kcal/mol
Kohn-Sham gap: 0.326 Ha
Largest force on an atom: 1.05 eV/A
LUMO: 0.8 eV
E_HOMO: -8.04 eV

XYZ file:
```
17
Properties=species:S:1:pos:R:3:forces:R:3:nbo_charge:R:1
C -2.067896 -0.432955 -1.202937 -0.0570 -0.2777 -0.2575 -0.6311
C -0.953271 0.236567 -0.488881 0.3292 0.7500 0.6645 -0.2881
C 0.249980 0.593884 -0.934157 0.8305 -0.3674 0.3088 -0.0027
N 1.174682 1.364244 -0.191543 -0.0906 -0.0199 -0.5247 -0.6182
C 1.348899 1.208717 1.231426 -0.2601 -0.0921 0.1620 -0.4111
H -1.724504 -0.950210 -2.087297 0.2158 -0.2753 -0.2532 0.2107
H -2.580743 -1.156349 -0.570809 0.0150 -0.0484 0.0340 0.2170
H -2.817109 0.271278 -1.563783 -0.0759 0.2144 0.1823 0.2122
H -1.152359 0.616403 0.515770 -0.3455 -0.1016 -0.1531 0.1846
H 0.705085 0.243408 -1.865883 -0.6385 0.2641 -0.0878 0.1867
H 2.056231 1.447307 -0.664045 0.0735 -0.0372 -0.0732 0.3683
H 1.734201 0.219031 1.502560 -0.0373 -0.0859 0.0917 0.1682
H 2.039943 1.958828 1.598002 0.1891 0.1054 -0.0204 0.2078
H 0.419828 1.376175 1.770144 -0.1162 -0.0270 -0.0217 0.1964
H 1.126474 -2.544139 0.521669 -0.4241 -0.0728 0.2547 0.4668
H 0.079753 -1.775239 1.324563 0.0397 -0.2810 -0.1831 0.4713
O 0.360807 -2.676950 1.105203 0.3525 0.3522 -0.1231 -0.9388
```
Positions in Å, forces in eV/Å.